[1]
# C5H8ClNS

C5H8ClNS in the gas phase at a distorted geometry (ωB97M-V/def2-TZVPD, the OMol25 dataset).

The orbital gap is 8.290 eV. As for the energy relative to the best compared isomer or geometry (same formula, charge and spin): 41.25 kcal per mole. Its LUMO energy is -0.16 eV. As for the total energy: -30160.37561 eV. The SMILES is CC(=S)/C=C(\N)CCl.

ORCA input file:
```
! RIJCOSX wB97M-V def2-TZVPD def2/J DEFGRID3
* xyz 0 1
C 2.66 0.80 -0.27
C 1.42 -0.09 0.01
C 0.12 0.50 0.03
C -0.97 -0.38 0.08
C -2.22 0.48 0.42
H 3.55 0.39 -0.75
H 2.40 1.44 -1.13
H 3.08 1.55 0.48
H -0.04 1.51 0.11
H -0.19 -2.06 0.19
H -2.02 -2.29 0.01
H -2.29 0.71 1.43
H -2.30 1.40 -0.30
N -1.22 -1.73 -0.05
S 1.68 -1.73 0.02
Cl -3.66 -0.51 -0.28
*
```

[2]
# C5H8ClNS

C5H8ClNS in the gas phase at a distorted geometry (ωB97M-V/def2-TZVPD, the OMol25 dataset).

The orbital gap is 8.583 eV. As for the energy relative to the best compared isomer or geometry (same formula, charge and spin): 43.15 kcal per mole. Its LUMO energy is -0.26 eV. As for the total energy: -30160.29318 eV. The SMILES is S=CCN1CC(Cl)C1.

ORCA input file:
```
! RIJCOSX wB97M-V def2-TZVPD def2/J DEFGRID3
* xyz 0 1
C -1.82 -0.23 0.54
C -1.22 0.99 -0.13
C 1.27 0.57 0.09
C 2.34 -0.23 -0.68
C -0.49 -1.03 0.15
H -2.05 -0.20 1.60
H -1.07 1.87 0.57
H -1.79 1.50 -0.91
H 1.36 0.36 1.18
H 1.53 1.65 -0.15
H 2.10 -0.36 -1.79
H -0.66 -1.79 -0.62
H 0.11 -1.51 0.94
N -0.01 0.21 -0.51
S 3.64 -0.88 0.02
Cl -3.25 -0.94 -0.31
*
```

[3]
# C5H8ClOP

C5H8ClOP in the gas phase at a distorted geometry (ωB97M-V/def2-TZVPD, the OMol25 dataset).

The orbital gap (alpha / beta) is 6.908 / 7.337 eV. As for the energy relative to the best compared isomer or geometry (same formula, charge and spin): 24.41 kcal per mole. Its LUMO energy (alpha / beta) is 0.79 / -3.02 eV. As for the total energy: -29169.41473 eV. As for the expectation value of S²: 2.01.

ORCA input file:
```
! RIJCOSX wB97M-V def2-TZVPD def2/J DEFGRID3
* xyz 0 3
C 0.71 -1.30 -0.01
C 2.01 -1.04 -0.10
C 0.73 1.08 0.82
C -0.23 -0.18 0.37
C -1.24 0.27 -0.74
O 3.50 0.92 1.62
P 2.50 0.64 0.55
Cl 2.96 1.53 -1.21
H 0.11 -2.18 -0.30
H 2.83 -1.60 -0.52
H 0.37 2.05 0.24
H 0.70 1.39 1.96
H -0.65 -0.56 1.27
H -0.81 0.49 -1.76
H -1.55 1.23 -0.54
H -2.02 -0.48 -0.75
*
```

[4]
# C5H8CoLiO4

C5H8CoLiO4 as an isolated structure at a distorted geometry (ωB97M-V/def2-TZVPD, the OMol25 dataset).

The orbital gap (alpha / beta) is 2.752 / 6.371 eV. Its LUMO energy (alpha / beta) is -1.51 / -1.69 eV. As for the total energy: -51331.76821 eV. As for the expectation value of S²: 6.01.

ORCA input file:
```
! RIJCOSX wB97M-V def2-TZVPD def2/J DEFGRID3
* xyz 0 5
C 2.79 -1.83 0.92
C 3.15 -0.43 1.28
O 2.72 0.55 0.62
Li 2.73 2.35 1.18
H 3.49 -2.51 1.42
H 1.75 -2.07 1.20
H 2.93 -1.96 -0.16
H 4.76 0.30 -0.13
H 3.26 -0.25 2.37
O 6.28 1.38 -1.47
C 4.37 3.36 0.24
C 5.94 0.80 -0.30
O 4.30 4.07 -0.78
O 5.73 3.06 0.47
C 6.04 1.74 0.90
Co 6.15 3.27 -1.51
H 6.52 -0.12 -0.09
H 7.06 1.77 1.30
H 5.31 1.40 1.67
*
```